i:
Density functional theory data (wB97M-V/def2-TZVPD) for a 12-piece molecular cluster, C48H84N12 overall.

For the frontier orbital gap, the calculation gives 10.9152 eV.

Each line ends with the Löwdin charge.
Atoms and positions in Å:
C (-5.437, -21.291, 2.761)  -0.11
C (-4.095, -21.198, 1.991)  -0.24
C (-3.953, -19.920, 1.131)  -0.18
C (-2.619, -19.606, 0.551)  -0.24
N (-1.577, -19.375, 0.151)  0.13
H (-6.315, -21.408, 2.126)  0.07
H (-5.668, -20.440, 3.401)  0.07
H (-5.573, -22.201, 3.346)  0.07
H (-4.114, -22.111, 1.396)  0.10
H (-3.254, -21.290, 2.679)  0.11
H (-4.079, -19.068, 1.800)  0.11
H (-4.708, -19.759, 0.362)  0.12
C (-2.925, -25.074, 8.554)  -0.14
C (-2.951, -24.333, 9.840)  -0.26
C (-4.330, -23.733, 10.262)  -0.17
C (-5.205, -23.349, 9.195)  -0.25
N (-5.995, -23.016, 8.402)  0.14
H (-3.274, -24.489, 7.704)  0.07
H (-3.564, -25.957, 8.537)  0.08
H (-1.982, -25.479, 8.189)  0.07
H (-2.155, -23.593, 9.754)  0.10
H (-2.565, -24.951, 10.651)  0.11
H (-4.188, -22.868, 10.910)  0.12
H (-4.812, -24.557, 10.788)  0.12
C (0.224, -11.984, 0.459)  -0.11
C (-1.094, -12.418, -0.228)  -0.23
C (-2.376, -12.445, 0.773)  -0.16
C (-2.186, -13.418, 1.909)  -0.22
N (-2.071, -14.211, 2.768)  0.12
H (0.097, -10.997, 0.904)  0.07
H (1.130, -11.860, -0.133)  0.07
H (0.476, -12.705, 1.237)  0.07
H (-1.021, -13.308, -0.854)  0.10
H (-1.405, -11.641, -0.927)  0.09
H (-3.240, -12.760, 0.189)  0.10
H (-2.485, -11.410, 1.098)  0.10
C (-1.298, -18.959, 7.620)  -0.10
C (-0.455, -17.760, 8.255)  -0.21
C (-0.290, -17.865, 9.822)  -0.20
C (-1.502, -17.506, 10.506)  -0.25
N (-2.473, -17.225, 11.075)  0.14
H (-1.073, -20.020, 7.726)  0.06
H (-1.273, -18.820, 6.539)  0.06
H (-2.327, -18.809, 7.945)  0.06
H (-0.724, -16.764, 7.901)  0.11
H (0.532, -17.989, 7.853)  0.09
H (0.668, -17.430, 10.109)  0.11
H (-0.087, -18.891, 10.128)  0.11
C (-12.578, -18.911, -2.334)  -0.08
C (-12.977, -18.909, -0.765)  -0.24
C (-12.170, -19.907, 0.035)  -0.20
C (-12.364, -21.274, -0.552)  -0.23
N (-12.419, -22.331, -1.048)  0.13
H (-11.492, -18.832, -2.381)  0.06
H (-13.128, -18.057, -2.728)  0.06
H (-12.773, -19.763, -2.986)  0.06
H (-14.045, -19.103, -0.662)  0.10
H (-12.886, -17.962, -0.232)  0.10
H (-12.747, -20.029, 0.952)  0.11
H (-11.106, -19.682, 0.109)  0.12
C (-0.236, -19.795, -6.852)  -0.12
C (-0.591, -19.130, -5.541)  -0.25
C (0.155, -17.763, -5.445)  -0.17
C (1.566, -18.015, -5.072)  -0.24
N (2.606, -18.273, -4.688)  0.14
H (-0.796, -20.714, -7.028)  0.07
H (0.840, -19.961, -6.909)  0.07
H (-0.427, -19.259, -7.781)  0.07
H (-0.476, -19.708, -4.624)  0.11
H (-1.671, -18.980, -5.559)  0.10
H (-0.214, -17.159, -4.616)  0.11
H (0.010, -17.226, -6.383)  0.11
C (-5.221, -28.048, 0.570)  -0.12
C (-6.033, -29.072, 1.401)  -0.26
C (-7.170, -29.662, 0.542)  -0.18
C (-7.803, -30.856, 1.175)  -0.22
N (-8.265, -31.778, 1.680)  0.13
H (-4.558, -27.370, 1.108)  0.06
H (-5.869, -27.361, 0.024)  0.07
H (-4.499, -28.540, -0.082)  0.07
H (-6.283, -28.576, 2.338)  0.10
H (-5.369, -29.854, 1.769)  0.11
H (-6.650, -29.974, -0.364)  0.11
H (-7.879, -28.915, 0.184)  0.12
C (0.469, -24.296, -3.203)  -0.08
C (-1.000, -24.893, -2.961)  -0.24
C (-1.909, -25.010, -4.189)  -0.19
C (-1.543, -26.216, -4.964)  -0.23
N (-1.251, -27.151, -5.587)  0.13
H (0.609, -23.539, -2.431)  0.06
H (0.627, -23.772, -4.145)  0.06
H (1.173, -25.123, -3.111)  0.06
H (-1.506, -24.227, -2.263)  0.09
H (-0.898, -25.830, -2.413)  0.10
H (-1.856, -24.152, -4.859)  0.12
H (-2.896, -25.202, -3.768)  0.11
C (1.247, -23.644, 4.404)  -0.10
C (1.827, -24.375, 3.195)  -0.29
C (1.906, -25.890, 3.354)  -0.19
C (3.067, -26.310, 4.232)  -0.19
N (4.028, -26.648, 4.850)  0.12
H (1.132, -22.571, 4.252)  0.07
H (1.905, -23.908, 5.231)  0.08
H (0.211, -23.970, 4.490)  0.07
H (2.849, -24.052, 2.995)  0.11
H (1.235, -24.157, 2.306)  0.11
H (2.078, -26.290, 2.354)  0.11
H (0.961, -26.298, 3.713)  0.11
C (-9.324, -13.509, 4.629)  -0.10
C (-8.043, -14.184, 4.067)  -0.25
C (-8.330, -15.336, 3.097)  -0.19
C (-9.162, -16.443, 3.638)  -0.24
N (-9.846, -17.319, 4.048)  0.12
H (-10.010, -14.237, 5.062)  0.07
H (-9.851, -13.069, 3.783)  0.06
H (-9.081, -12.623, 5.216)  0.07
H (-7.565, -14.581, 4.962)  0.10
H (-7.315, -13.464, 3.693)  0.11
H (-7.512, -16.018, 2.865)  0.11
H (-8.894, -15.018, 2.220)  0.12
C (-8.844, -19.416, -9.088)  -0.10
C (-8.758, -19.776, -7.586)  -0.26
C (-7.342, -19.703, -7.141)  -0.24
C (-6.893, -20.246, -5.859)  -0.21
N (-6.540, -20.714, -4.831)  0.12
H (-8.052, -19.884, -9.672)  0.07
H (-8.646, -18.368, -9.310)  0.07
H (-9.817, -19.563, -9.557)  0.07
H (-8.929, -20.831, -7.373)  0.11
H (-9.558, -19.259, -7.057)  0.12
H (-7.173, -18.627, -7.093)  0.12
H (-6.698, -20.206, -7.862)  0.12
C (-11.049, -25.789, 5.675)  -0.10
C (-11.282, -24.309, 5.484)  -0.29
C (-12.477, -24.003, 4.687)  -0.25
C (-13.859, -24.254, 5.145)  -0.19
N (-14.932, -24.425, 5.584)  0.13
H (-11.161, -26.341, 4.742)  0.08
H (-11.738, -26.119, 6.453)  0.08
H (-10.023, -25.971, 5.996)  0.07
H (-10.379, -23.871, 5.059)  0.12
H (-11.630, -23.780, 6.371)  0.12
H (-12.315, -24.585, 3.780)  0.11
H (-12.403, -22.962, 4.370)  0.12

ii:
Density functional theory data (wB97M-V/def2-TZVPD) for a 12-piece molecular cluster, C48H84N12 overall.

For the frontier orbital gap, the calculation gives 10.7864 eV.

Each line ends with the Löwdin charge.
Atoms and positions in Å:
C (17.810, -3.312, -30.620)  -0.09
C (16.663, -4.298, -30.729)  -0.21
C (16.071, -4.344, -32.144)  -0.14
C (15.996, -3.032, -32.800)  -0.24
N (15.976, -2.013, -33.322)  0.18
H (17.421, -2.305, -30.801)  0.06
H (18.551, -3.487, -31.406)  0.06
H (18.314, -3.310, -29.660)  0.02
H (15.872, -4.082, -30.006)  0.11
H (16.993, -5.311, -30.484)  0.09
H (15.093, -4.820, -32.214)  0.13
H (16.721, -4.961, -32.776)  0.11
C (15.695, 0.969, -31.417)  -0.09
C (16.752, 0.400, -30.468)  -0.24
C (18.162, 0.429, -31.107)  -0.19
C (18.596, 1.765, -31.554)  -0.23
N (18.990, 2.785, -31.917)  0.14
H (15.142, 0.148, -31.874)  0.05
H (16.148, 1.563, -32.209)  0.07
H (14.982, 1.598, -30.888)  0.07
H (16.595, -0.655, -30.245)  0.07
H (16.833, 0.979, -29.546)  0.10
H (18.150, -0.214, -31.994)  0.11
H (18.975, 0.080, -30.465)  0.08
C (24.969, -0.146, -30.601)  -0.08
C (26.108, 0.520, -31.375)  -0.26
C (26.735, 1.620, -30.516)  -0.19
C (27.746, 2.422, -31.225)  -0.23
N (28.531, 3.048, -31.776)  0.14
H (24.466, 0.657, -30.063)  0.06
H (25.363, -0.825, -29.842)  0.06
H (24.356, -0.743, -31.268)  0.03
H (25.691, 0.981, -32.270)  0.11
H (26.909, -0.165, -31.657)  0.11
H (27.201, 1.232, -29.610)  0.11
H (25.971, 2.355, -30.237)  0.11
C (17.524, -2.503, -35.205)  -0.12
C (18.094, -3.225, -33.986)  -0.29
C (19.595, -2.959, -33.803)  -0.19
C (20.426, -3.458, -34.889)  -0.23
N (21.109, -3.858, -35.717)  0.15
H (17.663, -1.424, -35.200)  0.08
H (16.474, -2.745, -35.387)  0.07
H (17.973, -2.923, -36.119)  0.08
H (17.827, -4.275, -34.079)  0.11
H (17.610, -2.758, -33.123)  0.02
H (19.884, -3.481, -32.884)  0.09
H (19.797, -1.916, -33.569)  0.11
C (22.476, 3.380, -29.429)  -0.10
C (21.753, 3.448, -28.086)  -0.25
C (21.727, 2.108, -27.373)  -0.20
C (23.039, 1.593, -27.001)  -0.24
N (24.065, 1.159, -26.721)  0.19
H (23.457, 2.922, -29.266)  0.05
H (22.716, 4.379, -29.798)  0.08
H (21.911, 2.871, -30.208)  0.07
H (20.712, 3.760, -28.191)  0.11
H (22.237, 4.237, -27.507)  0.11
H (21.280, 1.322, -27.987)  0.09
H (21.097, 2.194, -26.486)  0.12
C (18.820, -5.778, -22.406)  -0.10
C (20.066, -6.070, -23.248)  -0.26
C (20.893, -4.834, -23.549)  -0.19
C (20.183, -3.833, -24.316)  -0.21
N (19.644, -3.026, -24.924)  0.20
H (18.945, -4.847, -21.847)  0.08
H (18.631, -6.583, -21.705)  0.07
H (17.970, -5.581, -23.060)  0.07
H (19.815, -6.631, -24.150)  0.10
H (20.705, -6.772, -22.705)  0.11
H (21.809, -5.102, -24.088)  0.12
H (21.310, -4.431, -22.623)  0.13
C (25.489, -1.411, -35.724)  -0.10
C (24.879, -1.112, -34.347)  -0.25
C (23.941, -2.241, -33.954)  -0.18
C (22.906, -1.872, -32.980)  -0.21
N (22.086, -1.597, -32.229)  0.18
H (26.190, -2.244, -35.628)  0.08
H (26.089, -0.577, -36.089)  0.07
H (24.723, -1.643, -36.461)  0.08
H (24.347, -0.164, -34.404)  0.12
H (25.675, -1.066, -33.608)  0.09
H (24.453, -3.098, -33.506)  0.13
H (23.406, -2.667, -34.809)  0.10
C (22.820, 0.623, -23.749)  -0.13
C (22.335, -0.256, -22.616)  -0.27
C (23.456, -0.854, -21.800)  -0.19
C (24.384, 0.170, -21.310)  -0.24
N (25.140, 0.949, -20.929)  0.14
H (23.655, 0.156, -24.272)  0.04
H (23.228, 1.570, -23.376)  0.08
H (22.051, 0.923, -24.459)  0.06
H (21.725, -1.051, -23.056)  0.09
H (21.648, 0.297, -21.969)  0.11
H (24.072, -1.541, -22.386)  0.12
H (23.056, -1.385, -20.936)  0.12
C (16.746, -2.479, -27.425)  -0.11
C (16.511, -1.828, -26.063)  -0.24
C (16.851, -0.329, -26.083)  -0.16
C (18.084, -0.109, -26.832)  -0.19
N (18.994, -0.091, -27.528)  0.21
H (16.348, -3.492, -27.440)  0.08
H (17.815, -2.503, -27.628)  0.04
H (16.298, -1.863, -28.210)  0.07
H (17.186, -2.317, -25.356)  0.08
H (15.506, -1.994, -25.677)  0.11
H (16.968, 0.064, -25.072)  0.12
H (16.056, 0.242, -26.568)  0.12
C (19.466, -5.381, -27.610)  -0.11
C (20.683, -6.074, -28.163)  -0.24
C (20.357, -7.539, -28.524)  -0.18
C (19.255, -7.650, -29.478)  -0.23
N (18.392, -7.735, -30.225)  0.15
H (18.627, -5.294, -28.308)  0.07
H (19.652, -4.348, -27.308)  0.04
H (19.082, -5.909, -26.731)  0.08
H (21.459, -6.126, -27.400)  0.11
H (21.041, -5.595, -29.076)  0.11
H (20.059, -8.049, -27.604)  0.12
H (21.214, -8.058, -28.950)  0.12
C (27.152, -0.617, -25.320)  -0.10
C (27.186, -1.028, -26.773)  -0.26
C (26.183, -2.158, -27.043)  -0.21
C (26.598, -3.426, -26.448)  -0.24
N (26.953, -4.433, -26.023)  0.13
H (27.625, 0.358, -25.163)  0.08
H (27.708, -1.313, -24.692)  0.08
H (26.125, -0.475, -24.986)  0.06
H (28.175, -1.331, -27.116)  0.11
H (26.855, -0.199, -27.403)  0.08
H (26.137, -2.368, -28.116)  0.10
H (25.199, -1.853, -26.699)  0.07
C (20.516, -2.376, -29.467)  -0.13
C (21.871, -2.351, -28.730)  -0.21
C (21.667, -1.695, -27.364)  -0.19
C (22.538, -2.156, -26.289)  -0.21
N (23.165, -2.520, -25.403)  0.18
H (20.589, -2.951, -30.388)  0.05
H (20.150, -1.371, -29.656)  0.05
H (19.838, -2.925, -28.809)  0.02
H (22.546, -1.718, -29.314)  0.09
H (22.281, -3.360, -28.741)  0.10
H (20.636, -1.808, -27.035)  0.06
H (21.851, -0.635, -27.515)  0.07

Stability order, top to bottom: ii, i

i:
Density functional theory data (wB97M-V/def2-TZVPD) for a 2-piece molecular cluster, C5H11N4O3 overall.

The total charge is +1. For the frontier orbital gap, the calculation gives 10.3791 eV.

Each line ends with the natural charge from an NBO analysis.
Atoms and positions in Å:
C (1.714, -1.152, -0.360)  0.60
C (-0.348, 1.599, 0.445)  0.82
C (-2.066, -0.963, 0.617)  0.72
C (2.920, -0.659, -1.082)  -0.70
C (-0.013, 3.040, 0.606)  -0.70
N (-2.331, -1.166, -0.498)  -0.15
N (-1.736, -1.181, 1.831)  -0.79
N (0.741, -0.465, 0.138)  -0.35
N (-2.780, -0.617, -1.609)  -0.57
O (1.731, -2.427, -0.100)  -0.64
O (-1.481, 1.212, 0.579)  -0.63
O (0.775, 0.903, 0.214)  -0.36
H (3.290, -1.527, -1.557)  0.25
H (3.616, -0.547, -0.263)  0.26
H (2.750, 0.102, -1.786)  0.25
H (-0.684, 3.616, 1.170)  0.25
H (0.280, 3.423, -0.411)  0.26
H (0.871, 2.861, 1.132)  0.24
H (-0.655, -1.080, 1.964)  0.45
H (-2.333, -1.097, 2.732)  0.47
H (0.891, -2.828, 0.337)  0.51
H (-2.573, -1.363, -2.274)  0.40
H (-2.579, 0.318, -1.828)  0.40

ii:
Density functional theory data (wB97M-V/def2-TZVPD) for an isolated ion of composition C5H11N4O3 and charge +1.

The total charge is +1. For the frontier orbital gap, the calculation gives 10.3078 eV.

Each line ends with the natural charge from an NBO analysis.
Atoms and positions in Å:
C (-1.272, 1.294, -0.468)  0.86
C (0.612, 0.165, 0.475)  0.82
C (-2.201, 0.624, 0.405)  -0.59
C (-1.490, -0.163, 1.607)  -0.26
C (2.762, 0.812, -0.521)  0.09
N (-0.938, -0.959, -1.282)  -0.73
N (-0.266, -0.769, 1.022)  -0.33
N (1.874, -0.042, 0.243)  -0.51
N (-0.686, -1.726, -0.017)  -0.30
O (-1.357, 1.778, -1.493)  -0.42
O (0.223, 1.358, 0.145)  -0.53
O (3.450, -0.135, -1.215)  -0.68
H (-3.053, 1.220, 0.773)  0.30
H (-2.689, -0.042, -0.345)  0.26
H (-1.350, 0.499, 2.597)  0.26
H (-2.158, -0.967, 2.113)  0.25
H (2.102, 1.351, -1.215)  0.22
H (3.418, 1.438, 0.256)  0.20
H (-1.887, -1.180, -1.671)  0.40
H (2.232, -0.825, 0.655)  0.42
H (-1.517, -2.130, 0.400)  0.37
H (-0.069, -1.237, -1.734)  0.41
H (4.260, -0.365, -0.727)  0.49

Stability order, top to bottom: ii, i

i:
Density functional theory data (wB97M-V/def2-TZVPD) for an isolated ion of composition C6H11N and charge -1.

The total charge is -1. For the frontier orbital gap (alpha / beta), the calculation gives 5.6376 / 5.6921 eV. The spin multiplicity is 2.

Each line ends with the natural charge from an NBO analysis.
Atoms and positions in Å:
C (-1.927, -0.327, -1.202)  -0.64
C (-1.439, -0.106, 0.300)  -0.42
N (0.363, -2.201, -0.070)  -0.86
C (1.002, -0.795, -0.031)  -0.31
C (0.018, 0.279, 0.292)  -0.20
C (0.536, 1.404, 0.878)  -0.20
C (1.850, 1.938, 0.611)  -0.68
H (-1.744, -1.371, -1.391)  0.22
H (-2.932, -0.036, -1.507)  0.18
H (-1.158, 0.206, -1.797)  0.21
H (-1.902, 0.761, 0.864)  0.19
H (-1.512, -1.193, 0.822)  0.22
H (1.119, -2.896, 0.027)  0.30
H (2.035, -0.540, 0.356)  0.18
H (1.017, -1.354, -1.001)  0.31
H (-0.030, 1.940, 1.655)  0.17
H (2.106, 2.898, 1.062)  0.16
H (2.598, 1.392, 0.132)  0.17

ii:
Density functional theory data (wB97M-V/def2-TZVPD) for C6H11N as an isolated structure.

The total charge is -1. For the frontier orbital gap (alpha / beta), the calculation gives 3.7930 / 5.5501 eV. The spin multiplicity is 2.

Each line ends with the natural charge from an NBO analysis.
Atoms and positions in Å:
C (-3.180, -0.868, 0.271)  -0.61
C (-2.051, 0.015, -0.133)  -0.36
C (-0.816, -0.459, -0.449)  0.05
N (0.336, 0.234, -0.882)  -0.63
C (1.658, -0.258, -0.443)  -0.22
C (2.432, 1.450, 0.514)  -0.88
C (1.921, 0.155, 0.900)  -0.59
H (-2.914, -1.984, 0.194)  0.19
H (-4.087, -0.768, -0.346)  0.19
H (-3.457, -0.750, 1.298)  0.19
H (-2.223, 1.063, -0.133)  0.18
H (-0.683, -1.547, -0.452)  0.16
H (0.237, 1.211, -0.580)  0.37
H (1.637, -1.414, -0.589)  0.11
H (2.397, 0.106, -1.192)  0.23
H (3.048, 0.436, 1.053)  0.33
H (2.465, 2.194, 1.213)  0.11
H (1.440, -0.397, 1.743)  0.17

Stability order, top to bottom: i, ii